{"formula": "C33H27CrNO2S3Sb", "method": "wB97M-V/def2-TZVPD", "symbols": ["Cr", "O", "C", "C", "C", "C", "C", "C", "C", "C", "C", "O", "C", "C", "C", "C", "C", "C", "C", "C", "C", "C", "C", "C", "N", "C", "C", "C", "C", "C", "C", "C", "C", "C", "C", "C", "C", "H", "H", "H", "H", "H", "H", "H", "H", "H", "H", "H", "H", "H", "H", "H", "H", "H", "H", "H", "H", "H", "H", "H", "H", "H", "H", "H", "S", "Sb", "S", "S"], "coordinates": [[1.1539, -0.8980, -0.2244], [1.6230, -0.2349, -1.6772], [0.9179, 0.7011, -2.5612], [-0.0730, -0.2543, -3.2297], [-1.0611, -0.9297, -2.3094], [-2.3485, -1.1277, -2.7837], [-3.3049, -1.7110, -1.9783], [-2.9519, -2.0889, -0.6946], [-1.6550, -1.9017, -0.2606], [-1.2535, -2.3927, 1.0995], [-0.6476, -1.3087, 2.0024], [0.2849, -0.5369, 1.1739], [-1.7151, -0.3516, 2.4948], [-2.0438, 0.7864, 1.7679], [-3.0747, 1.6085, 2.2013], [-3.7836, 1.2943, 3.3510], [-3.4569, 0.1559, 4.0745], [-2.4232, -0.6647, 3.6510], [0.2260, -1.8638, 3.1188], [0.3560, -3.2242, 3.3911], [1.1816, -3.6590, 4.4272], [1.8889, -2.7417, 5.1879], [1.7643, -1.3799, 4.9222], [0.9336, -0.9457, 3.9019], [-0.7159, -1.3380, -1.0645], [1.9304, 1.2222, -3.5608], [1.8731, 2.5447, -3.9872], [2.7521, 2.9939, -4.9627], [3.6950, 2.1320, -5.5015], [3.7559, 0.8130, -5.0715], [2.8707, 0.3544, -4.1098], [0.2991, 1.7723, -1.6832], [-1.0297, 2.1605, -1.8016], [-1.5328, 3.1780, -0.9996], [-0.7176, 3.8007, -0.0675], [0.6137, 3.4206, 0.0523], [1.1224, 2.4214, -0.7611], [0.5141, -1.0082, -3.7607], [-0.6217, 0.2992, -3.9915], [-2.5903, -0.8044, -3.7868], [-4.3137, -1.8603, -2.3392], [-3.6734, -2.5349, -0.0253], [-0.5400, -3.2050, 0.9644], [-2.1293, -2.7984, 1.6030], [-1.4902, 1.0495, 0.8746], [-3.3205, 2.4999, 1.6394], [-4.5851, 1.9375, 3.6878], [-4.0021, -0.0900, 4.9757], [-2.1656, -1.5446, 4.2292], [-0.2044, -3.9620, 2.8324], [1.2529, -4.7165, 4.6446], [2.5196, -3.0809, 5.9990], [2.2961, -0.6576, 5.5275], [0.8114, 0.1154, 3.7171], [1.1486, 3.2271, -3.5623], [2.7019, 4.0213, -5.2963], [4.3838, 2.4866, -6.2560], [4.4917, 0.1388, -5.4884], [2.9245, -0.6776, -3.7827], [-1.6799, 1.6996, -2.5337], [-2.5635, 3.4869, -1.1133], [-1.1109, 4.5949, 0.5528], [1.2615, 3.9252, 0.7567], [2.1779, 2.1752, -0.7208], [4.7812, -1.1411, 0.3657], [3.3137, -2.3834, 1.8258], [3.1026, -0.0879, 1.0236], [1.8557, -2.9112, -0.0902]], "atomic_forces_ev_per_a": [[0.1, 0.1, -0.1], [0.0, -0.1, 0.1], [0.0, 0.0, -0.1], [0.0, 0.0, 0.0], [0.0, 0.0, 0.0], [0.0, 0.0, 0.0], [0.0, 0.0, 0.0], [0.0, 0.0, 0.0], [0.0, 0.0, 0.0], [0.0, 0.0, 0.1], [0.0, 0.0, 0.0], [0.0, 0.0, -0.1], [0.0, 0.0, 0.0], [0.0, 0.0, 0.0], [0.0, 0.0, 0.0], [0.0, 0.0, 0.0], [0.0, 0.0, 0.0], [0.0, 0.0, 0.0], [0.0, 0.0, 0.0], [0.0, 0.0, 0.0], [0.0, 0.0, 0.0], [0.0, 0.0, 0.0], [0.0, 0.0, 0.0], [0.0, 0.0, 0.0], [0.0, 0.0, 0.0], [-0.1, 0.1, 0.0], [0.0, 0.0, 0.0], [0.0, 0.0, 0.0], [0.0, 0.0, 0.0], [0.0, 0.0, 0.0], [0.0, 0.0, 0.0], [0.0, 0.0, 0.0], [0.0, 0.0, 0.0], [0.0, 0.0, 0.0], [0.0, 0.0, 0.0], [0.0, 0.0, 0.0], [0.0, 0.0, 0.0], [0.0, 0.0, 0.0], [0.0, 0.0, 0.0], [0.0, 0.0, 0.0], [0.0, 0.0, 0.0], [0.0, 0.0, 0.0], [0.0, 0.0, 0.0], [0.0, 0.0, 0.0], [0.0, 0.0, 0.0], [0.0, 0.0, 0.0], [0.0, 0.0, 0.0], [0.0, 0.0, 0.0], [0.0, 0.0, 0.0], [0.0, 0.0, 0.0], [0.0, 0.0, 0.0], [0.0, 0.0, 0.0], [0.0, 0.0, 0.0], [0.0, 0.0, 0.0], [0.0, 0.0, 0.0], [0.0, 0.0, 0.0], [0.0, 0.0, 0.0], [0.0, 0.0, 0.0], [0.0, 0.0, 0.0], [0.0, 0.0, 0.0], [0.0, 0.0, 0.0], [0.0, 0.0, 0.0], [0.0, 0.0, 0.0], [0.0, 0.0, 0.0], [0.0, 0.0, 0.0], [0.0, 0.1, 0.0], [0.0, 0.0, 0.1], [0.0, -0.1, 0.0]], "e_homo_ev": [-14.1, -14.1], "s2": 0.8367, "multiplicity": 2, "e_above_lowest_kcal_mol": 0.00, "mol_weight_g_mol": 739.5, "total_charge": 2, "energy_ev": -107695.9160, "lumo_energy_ha": [-0.3229, -0.2860]}

---

{"formula": "C33H27IN2O4RuSTe", "method": "wB97M-V/def2-TZVPD", "symbols": ["Ru", "C", "C", "N", "C", "C", "C", "O", "C", "C", "N", "C", "C", "C", "C", "C", "C", "I", "C", "O", "H", "H", "H", "H", "H", "H", "H", "H", "H", "H", "H", "H", "Te", "C", "C", "C", "C", "C", "C", "C", "C", "C", "C", "C", "C", "H", "H", "H", "H", "H", "H", "H", "H", "H", "H", "O", "C", "O", "C", "C", "C", "C", "S", "C", "C", "H", "H", "H", "H", "H"], "coordinates": [[0.0882, -0.3466, -1.4370], [2.2710, 2.5193, -3.2925], [2.9446, 2.0117, -2.0527], [4.2587, 2.0951, -1.9739], [4.8630, 1.6451, -0.8562], [4.2089, 1.0550, 0.1973], [5.0078, 0.5054, 1.3527], [4.5479, 0.9433, 2.6303], [2.8063, 0.9225, 0.1010], [2.0700, 0.2045, 1.1450], [1.0175, -0.4782, 0.8988], [0.4573, -1.2700, 1.9407], [1.2096, -1.8027, 2.9879], [0.6121, -2.5760, 3.9686], [-0.7471, -2.8565, 3.9194], [-1.5084, -2.3713, 2.8678], [-0.8900, -1.5982, 1.8999], [-2.0382, -0.9146, 0.3200], [2.1657, 1.4582, -1.0098], [0.8259, 1.4904, -1.1040], [3.0260, 2.7635, -4.0350], [1.6791, 3.4105, -3.0750], [1.5793, 1.7802, -3.7008], [5.9405, 1.7641, -0.8238], [6.0591, 0.7638, 1.2116], [4.9506, -0.5846, 1.3750], [4.7682, 1.8759, 2.7306], [2.4908, 0.2318, 2.1476], [2.2769, -1.6233, 3.0252], [1.2163, -2.9716, 4.7737], [-1.2131, -3.4611, 4.6852], [-2.5632, -2.5994, 2.8018], [1.9884, -2.3595, -1.5282], [0.6640, -3.9906, -1.5855], [-0.5115, -3.9354, -2.3250], [-1.3383, -5.0498, -2.3660], [-0.9945, -6.2017, -1.6698], [0.1761, -6.2454, -0.9261], [1.0131, -5.1376, -0.8816], [2.6592, -2.4449, -3.5135], [3.9095, -3.0048, -3.7469], [4.3740, -3.1071, -5.0524], [3.5938, -2.6530, -6.1054], [2.3493, -2.0866, -5.8626], [1.8768, -1.9763, -4.5629], [-0.7922, -3.0432, -2.8730], [-2.2528, -5.0162, -2.9437], [-1.6397, -7.0694, -1.7099], [0.4431, -7.1417, -0.3821], [1.9266, -5.1769, -0.3016], [4.5225, -3.3599, -2.9280], [5.3466, -3.5409, -5.2432], [3.9583, -2.7372, -7.1205], [1.7466, -1.7251, -6.6855], [0.9100, -1.5232, -4.3832], [-7.1650, 3.1460, -4.5910], [-5.9869, 3.6500, -4.1720], [-5.8646, 4.8215, -3.9715], [-4.8576, 2.6782, -3.9431], [-4.8103, 1.4116, -4.5145], [-3.7190, 0.5852, -4.3034], [-2.6672, 1.0348, -3.5051], [-1.2845, -0.0014, -3.2748], [-2.7100, 2.3092, -2.9284], [-3.8015, 3.1239, -3.1532], [-7.1401, 2.1836, -4.6195], [-5.6060, 1.0510, -5.1556], [-3.6741, -0.3969, -4.7536], [-1.8836, 2.6485, -2.3167], [-3.8540, 4.1183, -2.7315]], "atomic_forces_ev_per_a": [[0.2, 0.4, 0.2], [0.0, 0.0, 0.0], [0.1, 0.2, -0.3], [-0.1, -0.2, 0.4], [0.1, 0.2, -0.3], [-0.1, -0.1, 0.0], [0.0, 0.0, 0.1], [0.0, 0.0, -0.1], [0.2, -0.2, 0.4], [0.2, 0.1, -0.1], [-0.2, -0.3, 0.1], [0.1, 0.0, 0.0], [0.1, 0.0, 0.0], [0.0, 0.0, 0.0], [0.0, 0.0, 0.0], [0.1, 0.0, 0.1], [-0.1, 0.0, 0.0], [-0.6, 0.1, -0.2], [-0.7, 0.1, 0.0], [0.4, 0.1, -0.2], [0.0, 0.0, 0.0], [0.0, 0.0, 0.0], [0.0, 0.0, 0.0], [0.0, 0.0, 0.0], [0.0, 0.0, 0.0], [0.0, 0.0, 0.0], [0.0, 0.0, 0.0], [0.0, 0.0, 0.0], [0.0, 0.0, 0.0], [0.0, 0.0, 0.0], [0.0, 0.0, 0.0], [0.0, 0.0, 0.0], [0.2, -0.1, -0.1], [0.0, -0.1, 0.0], [-0.1, -0.1, 0.0], [0.0, 0.0, 0.0], [0.0, 0.0, 0.0], [0.0, 0.0, 0.0], [-0.1, 0.0, 0.0], [0.0, 0.0, -0.1], [0.0, 0.0, -0.1], [0.0, 0.0, 0.0], [0.0, 0.0, 0.0], [0.0, 0.0, 0.0], [0.1, 0.0, -0.1], [0.0, 0.0, 0.0], [0.0, 0.0, 0.0], [0.0, 0.0, 0.0], [0.0, 0.0, 0.0], [0.0, 0.0, 0.0], [0.0, 0.0, 0.0], [0.0, 0.0, 0.0], [0.0, 0.0, 0.0], [0.0, 0.0, 0.0], [0.0, 0.0, 0.0], [0.1, 0.0, 0.0], [-0.1, -0.1, 0.1], [0.0, 0.0, 0.0], [-0.1, 0.1, -0.1], [0.0, -0.1, 0.0], [0.0, 0.1, 0.0], [0.0, 0.3, 0.2], [0.1, -0.7, -0.2], [0.0, -0.1, 0.0], [0.0, 0.0, 0.0], [0.0, 0.0, 0.0], [0.0, 0.0, 0.0], [0.0, 0.0, 0.0], [0.0, 0.0, 0.0], [0.0, 0.0, 0.0]], "e_homo_ev": [-10.7, -11.3], "s2": 8.7815, "multiplicity": 6, "mol_weight_g_mol": 903.2, "total_charge": 1, "energy_ev": -74632.4597, "lumo_energy_ha": [-0.1195, -0.1883]}

---

{"formula": "C33H28BeClN5O3PS2", "method": "wB97M-V/def2-TZVPD", "symbols": ["Be", "Cl", "C", "C", "C", "C", "C", "C", "P", "C", "C", "C", "C", "C", "C", "C", "C", "C", "C", "C", "C", "H", "H", "H", "H", "H", "H", "H", "H", "H", "H", "H", "H", "H", "H", "N", "C", "C", "C", "C", "C", "C", "S", "O", "O", "N", "C", "S", "C", "C", "N", "H", "H", "H", "H", "H", "H", "H", "H", "N", "C", "O", "C", "C", "C", "N", "C", "C", "H", "H", "H", "H", "H", "H"], "coordinates": [[0.3909, 1.2981, 0.4135], [-0.6456, -1.6390, -0.3220], [0.3129, -1.8806, -1.7506], [0.0328, -2.9956, -2.5268], [0.7992, -3.2530, -3.6486], [1.8477, -2.4071, -3.9901], [2.1110, -1.2983, -3.2100], [1.3401, -1.0064, -2.0808], [1.7620, 0.4827, -1.1274], [1.8488, 1.8007, -2.3719], [1.0525, 1.7550, -3.5138], [1.0375, 2.8309, -4.3909], [1.8032, 3.9581, -4.1330], [2.5889, 4.0134, -2.9892], [2.6075, 2.9424, -2.1114], [3.4600, 0.1370, -0.5803], [4.6007, 0.5331, -1.2721], [5.8564, 0.1660, -0.8081], [5.9810, -0.6037, 0.3387], [4.8463, -1.0172, 1.0238], [3.5921, -0.6465, 0.5670], [-0.7799, -3.6493, -2.2435], [0.5801, -4.1216, -4.2548], [2.4546, -2.6116, -4.8613], [2.9248, -0.6356, -3.4798], [0.4281, 0.8948, -3.7129], [0.4253, 2.7807, -5.2825], [1.7911, 4.7923, -4.8220], [3.1873, 4.8901, -2.7787], [3.2186, 3.0001, -1.2190], [4.5160, 1.1253, -2.1738], [6.7394, 0.4790, -1.3493], [6.9619, -0.8879, 0.6956], [4.9391, -1.6315, 1.9097], [2.7070, -0.9932, 1.0912], [-4.5460, 6.5501, -3.2824], [-4.0060, 5.3861, -2.8305], [-4.3592, 4.8791, -1.5680], [-3.8296, 3.6908, -1.1204], [-2.9309, 2.9861, -1.9195], [-2.5822, 3.4680, -3.1787], [-3.1100, 4.6570, -3.6292], [-2.2367, 1.4994, -1.3432], [-3.1238, 0.8871, -0.3897], [-1.7821, 0.7221, -2.4620], [-0.9156, 1.9540, -0.4856], [-0.3245, 3.1533, -0.3289], [-0.6052, 4.7658, -0.8539], [0.7995, 5.2684, 0.0465], [1.3863, 4.2228, 0.6576], [0.7567, 3.0203, 0.4389], [-5.1280, 7.1103, -2.6884], [-4.2451, 6.9519, -4.1504], [-5.0651, 5.4232, -0.9533], [-4.1162, 3.2919, -0.1561], [-1.9011, 2.8974, -3.7959], [-2.8471, 5.0288, -4.6118], [1.0929, 6.3037, 0.0736], [2.2701, 4.2668, 1.2751], [-1.8404, -1.5847, 6.0661], [-0.7534, -0.8005, 5.8781], [0.0031, -0.4681, 6.7628], [-0.5136, -0.3157, 4.4646], [0.7780, 0.0806, 4.1403], [1.0295, 0.5483, 2.8711], [0.0680, 0.6369, 1.9387], [-1.1859, 0.2827, 2.2523], [-1.5092, -0.2009, 3.5061], [-1.9845, -1.9600, 6.9893], [-2.3343, -2.0062, 5.3007], [1.5578, 0.0298, 4.8865], [2.0190, 0.8711, 2.5722], [-1.9300, 0.4022, 1.4724], [-2.5395, -0.4499, 3.7183]], "atomic_forces_ev_per_a": [[0.0, 0.1, -0.2], [0.0, 0.0, 0.0], [0.0, 0.0, 0.0], [0.0, 0.0, 0.0], [0.0, 0.0, 0.0], [0.0, 0.0, 0.0], [0.0, 0.0, 0.0], [0.0, 0.0, 0.0], [0.0, -0.1, 0.1], [0.0, 0.0, 0.0], [0.0, 0.0, 0.0], [0.0, 0.0, 0.0], [0.0, 0.0, 0.0], [0.0, 0.0, 0.0], [0.0, 0.0, 0.0], [0.0, 0.0, 0.0], [0.0, 0.0, 0.0], [0.0, 0.0, 0.0], [0.0, 0.0, 0.0], [0.0, 0.0, 0.0], [0.0, 0.0, 0.0], [0.0, 0.0, 0.0], [0.0, 0.0, 0.0], [0.0, 0.0, 0.0], [0.0, 0.0, 0.0], [0.0, 0.0, 0.0], [0.0, 0.0, 0.0], [0.0, 0.0, 0.0], [0.0, 0.0, 0.0], [0.0, 0.0, 0.0], [0.0, 0.0, 0.0], [0.0, 0.0, 0.0], [0.0, 0.0, 0.0], [0.0, 0.0, 0.0], [0.0, 0.0, 0.0], [0.0, 0.0, 0.0], [0.0, 0.0, 0.0], [0.0, 0.0, 0.0], [0.0, 0.0, 0.0], [0.0, 0.0, 0.0], [0.0, 0.0, 0.0], [0.0, 0.0, 0.0], [0.0, 0.0, 0.0], [0.0, 0.0, 0.0], [0.0, 0.0, 0.0], [0.0, 0.0, 0.1], [0.0, 0.0, 0.0], [0.0, 0.0, 0.0], [0.0, 0.0, 0.0], [0.0, 0.0, 0.0], [0.0, 0.0, 0.1], [0.0, 0.0, 0.0], [0.0, 0.0, 0.0], [0.0, 0.0, 0.0], [0.0, 0.0, 0.0], [0.0, 0.0, 0.0], [0.0, 0.0, 0.0], [0.0, 0.0, 0.0], [0.0, 0.0, 0.0], [0.0, 0.0, 0.0], [0.0, 0.0, 0.0], [0.0, 0.0, 0.0], [0.0, 0.0, 0.0], [0.0, 0.0, 0.0], [0.0, 0.0, 0.0], [0.0, 0.0, 0.0], [0.0, 0.0, 0.0], [0.0, 0.0, 0.0], [0.0, 0.0, 0.0], [0.0, 0.0, 0.0], [0.0, 0.0, 0.0], [0.0, 0.0, 0.0], [0.0, 0.0, 0.0], [0.0, 0.0, 0.0]], "e_homo_ev": -10.6, "mol_weight_g_mol": 682.2, "total_charge": 1, "energy_ev": -92151.0679, "lumo_energy_ha": -0.1099}